Computed, not measured: one molecule with the formula C4H11OPS2 at a distorted geometry, with wB97M-V/def2-TZVPD.

As for the SMILES: CC[C@@H](C)[P@@](O)(=S)S. As for the lowest unoccupied orbital energy: 0.474 eV. The orbital gap comes out at 9.2853 eV. The relative energy (zero: lowest compared OMol25 entry of this formula, charge and spin) comes out at 0.0 kJ/mol.

ORCA input file:
```
! wB97M-V def2-TZVPD RIJCOSX def2/J DEFGRID3
* xyz 0 1
C 0.8811 -1.2149 1.9890
C -0.2602 -1.4377 -0.9211
C -0.0906 -0.2639 1.3223
C 0.1971 -0.1885 -0.1996
O -0.1198 1.6685 -2.3983
P -0.9430 1.4762 -1.1069
S -2.8596 1.4369 -1.2554
S -0.2554 3.1412 -0.0641
H 0.7340 -2.3276 1.7900
H 1.8602 -0.8835 1.6914
H 0.8268 -0.9993 3.0496
H -1.0947 -1.8645 -0.5792
H -0.4727 -1.2449 -1.8694
H 0.5905 -2.1497 -0.7624
H 0.1337 0.6265 1.8451
H -1.1370 -0.3574 1.5122
H 1.3664 0.0466 -0.3234
H -0.0392 0.8281 -2.8467
H 0.6822 3.7077 -0.8733
*
```



Computed, not measured: C16H45N4O5Ti as an isolated structure at a distorted geometry, with wB97M-V/def2-TZVPD.

As for the lowest unoccupied orbital energy (spin up / spin down): 0.568 / 0.524 eV. The orbital gap (spin up / spin down) comes out at 3.8273 / 8.7328 eV. The relative energy (zero: lowest compared OMol25 entry of this formula, charge and spin) comes out at 3.3 kJ/mol.

ORCA input file:
```
! wB97M-V def2-TZVPD RIJCOSX def2/J DEFGRID3
* xyz 0 4
Ti -0.1553 -0.7655 0.1078
O -1.8764 0.1096 1.2857
H -2.5834 0.7259 1.5000
C 0.6711 -2.7773 -3.7682
C 0.8006 -2.5292 -2.2673
C 1.6896 -1.3169 -2.0528
O 1.9595 -1.0091 -0.7021
C 2.8177 -1.9246 -0.0748
N -0.5233 -2.3987 -1.5985
H 0.4060 -1.8534 -4.2946
H -0.0126 -3.5847 -4.0096
H 1.6582 -3.0227 -4.1833
H 1.2727 -3.4296 -1.8639
H 1.2296 -0.4340 -2.5016
H 2.6325 -1.5199 -2.5867
H 3.7763 -1.9950 -0.6048
H 2.3772 -2.9269 -0.0152
H 2.9771 -1.5888 0.9463
H -1.0745 -1.7438 -2.1568
H -1.0125 -3.2841 -1.6750
C 2.6111 2.2463 -0.5037
C 2.0801 2.0586 0.9132
C 2.2664 3.3129 1.7544
O 1.7263 4.4101 1.0343
C 1.5056 5.5312 1.8342
N 0.6527 1.6494 0.8215
H 2.0235 3.0126 -1.0042
H 2.6046 1.2922 -1.0237
H 3.6478 2.5962 -0.4871
H 2.5965 1.2142 1.3787
H 3.3169 3.4828 2.0170
H 1.6859 3.1925 2.6819
H 0.9883 6.2994 1.2530
H 2.4312 5.9857 2.2084
H 0.8424 5.3141 2.6849
H 0.2298 1.6392 1.7539
H 0.1554 2.4707 0.4590
C 0.1860 -3.9034 3.5963
C -0.5466 -3.2204 2.4411
C -2.0550 -3.3158 2.6043
O -2.4340 -4.6509 2.8522
C -3.7473 -4.7478 3.3151
N -0.1457 -1.8205 2.3249
H -0.2148 -3.5613 4.5564
H 1.2568 -3.6961 3.5594
H 0.0479 -4.9833 3.5637
H -0.3033 -3.7706 1.5219
H -2.5339 -2.9316 1.6917
H -2.3659 -2.6458 3.4213
H -3.9151 -4.2033 4.2534
H -3.9716 -5.7965 3.5279
H -4.4709 -4.3967 2.5678
H 0.2327 -1.4681 3.1947
H -0.9537 -1.2249 2.0623
C -1.0540 1.4567 -3.6705
C -1.2235 1.6605 -2.1741
C -2.1171 2.8682 -1.8911
O -1.6995 4.0957 -2.4519
C -0.5053 4.5744 -1.8770
N -1.8144 0.4513 -1.5578
H -1.9817 1.0424 -4.0891
H -0.2417 0.7752 -3.9173
H -0.9382 2.4064 -4.1967
H -0.2456 1.8015 -1.7080
H -2.2461 2.9799 -0.8018
H -3.1085 2.6810 -2.3178
H 0.3314 3.9023 -2.0742
H -0.6193 4.6994 -0.7876
H -0.2872 5.5622 -2.2767
H -1.9775 0.6263 -0.5489
H -2.7320 0.3143 -1.9743
*
```



Computed, not measured: C6H12 as an isolated structure at a distorted geometry, with wB97M-V/def2-TZVPD.

As for the lowest unoccupied orbital energy: 1.106 eV. The orbital gap comes out at 10.3562 eV. The relative energy (zero: lowest compared OMol25 entry of this formula, charge and spin) comes out at 401.2 kJ/mol.

ORCA input file:
```
! wB97M-V def2-TZVPD RIJCOSX def2/J DEFGRID3
* xyz 0 1
C -2.4021 1.5247 -0.3014
C -1.3356 0.5569 -0.5745
C -0.2516 0.5338 0.1045
C 0.9900 -0.3277 -0.1319
C 1.9013 -0.2783 1.1476
C 0.6890 -1.6189 -0.5930
H -2.2554 2.1577 0.4549
H -3.2074 0.9504 -0.0457
H -2.8095 2.1899 -1.0900
H -1.5074 -0.2360 -1.2987
H 0.0800 1.3168 1.1489
H 1.6436 0.3303 -0.8135
H 2.7044 -0.7663 0.9487
H 1.5438 -0.7682 1.9603
H 2.3454 0.7629 1.4653
H -0.0037 -1.7114 -1.7250
H 1.7021 -2.2587 -0.7351
H 0.1729 -2.3580 0.0787
*
```



Computed, not measured: C53H49N7O7P3S2Tl as an isolated structure, with wB97M-V/def2-TZVPD.

As for the lowest unoccupied orbital energy: -0.884 eV. The orbital gap comes out at 5.9910 eV. The relative energy (zero: lowest compared OMol25 entry of this formula, charge and spin) comes out at 0.0 kJ/mol.

ORCA input file:
```
! wB97M-V def2-TZVPD RIJCOSX def2/J DEFGRID3
* xyz 0 1
Tl -0.0933 -0.9095 -0.2139
N -3.0843 -0.8078 3.9552
C -2.1004 -1.1993 4.8296
C -1.0157 -1.4673 4.0487
N -1.3142 -1.2502 2.7301
C -2.5650 -0.8580 2.6945
C -3.2998 -0.5334 1.4788
N -2.7713 -0.3656 0.2810
C -3.8142 -0.1285 -0.5756
C -4.9904 -0.1429 0.1098
N -4.6527 -0.3958 1.4165
H -4.0114 -0.5255 4.2189
H -2.2556 -1.2405 5.8947
H -0.0466 -1.8302 4.3540
H -3.6277 0.0272 -1.6288
H -6.0113 -0.0095 -0.2043
H -5.3095 -0.5221 2.1641
C 0.0278 2.3290 2.1125
N 1.2386 2.4173 1.2469
P 0.5632 2.3945 -0.4534
C -0.0804 4.1105 -0.3860
C -1.1376 4.3642 -1.2597
C -1.6559 5.6458 -1.3864
C -1.1309 6.6804 -0.6246
C -0.0958 6.4298 0.2670
C 0.4252 5.1497 0.3895
C 1.9457 2.6142 -1.6220
C 2.1271 1.5449 -2.5021
C 3.0156 1.6479 -3.5632
C 3.7140 2.8257 -3.7618
C 3.5240 3.9039 -2.9021
C 2.6435 3.8038 -1.8408
P 2.6045 1.7354 1.8499
C 4.0296 2.3528 0.9683
C 4.7452 1.4974 0.1341
C 5.8774 1.9599 -0.5157
C 6.2843 3.2759 -0.3520
C 5.5540 4.1389 0.4543
C 4.4322 3.6795 1.1216
C 2.6048 2.2467 3.5850
C 2.6268 1.3146 4.6209
C 2.6637 1.7279 5.9440
C 2.6803 3.0800 6.2504
C 2.6238 4.0158 5.2274
C 2.5758 3.6053 3.9065
H -0.4683 3.3006 2.1168
H 0.2762 2.0590 3.1338
H -0.6696 1.5866 1.7186
H -1.5463 3.5436 -1.8414
H -2.4716 5.8341 -2.0732
H -1.5312 7.6818 -0.7235
H 0.3092 7.2394 0.8622
H 1.2319 4.9569 1.0895
H 1.5284 0.6468 -2.3848
H 3.1344 0.8226 -4.2552
H 4.3957 2.9160 -4.5989
H 4.0380 4.8417 -3.0794
H 2.4853 4.6598 -1.1983
H 4.3998 0.4881 -0.0511
H 6.4330 1.2860 -1.1556
H 7.1671 3.6364 -0.8649
H 5.8539 5.1738 0.5601
H 3.8795 4.3568 1.7557
H 2.6030 0.2592 4.4049
H 2.6817 0.9869 6.7331
H 2.7292 3.4046 7.2821
H 2.6160 5.0731 5.4605
H 2.4878 4.3484 3.1257
O -0.4692 -5.1316 -1.6399
C 0.2721 -4.1619 -1.5298
O 0.3361 -3.3158 -0.5756
C 1.3255 -3.9744 -2.6352
C 1.4096 -4.9021 -3.6616
C 2.3935 -4.7668 -4.6262
C 3.3341 -3.7578 -4.5842
C 3.2383 -2.8496 -3.5495
C 2.2266 -2.9263 -2.6044
N 4.2235 -1.7799 -3.4663
O 4.2917 -1.1372 -2.4240
O 4.9368 -1.5659 -4.4256
N 2.4635 -5.7401 -5.7274
O 3.4442 -5.7060 -6.4526
O 1.5367 -6.5137 -5.8593
H 0.6994 -5.7163 -3.6947
H 4.1066 -3.6832 -5.3322
H 2.1359 -2.1607 -1.8506
S 0.3705 -1.1914 -5.6352
P -0.9275 0.0877 -4.8931
S -1.3255 0.0578 -2.9196
C -0.4251 1.7958 -5.3739
C 0.3398 1.9991 -6.5174
C 0.7392 3.2811 -6.8724
C 0.3874 4.3667 -6.0824
C -0.3759 4.1706 -4.9398
C -0.7792 2.8891 -4.5899
C -2.5462 -0.0480 -5.7511
C -3.7027 0.4726 -5.1756
C -4.9248 0.3385 -5.8175
C -5.0020 -0.3200 -7.0385
C -3.8518 -0.8365 -7.6160
C -2.6270 -0.7018 -6.9747
H 0.6331 1.1458 -7.1171
H 1.3366 3.4304 -7.7640
H 0.7127 5.3641 -6.3546
H -0.6496 5.0130 -4.3141
H -1.3568 2.7125 -3.6928
H -3.6383 0.9716 -4.2165
H -5.8222 0.7396 -5.3616
H -5.9578 -0.4311 -7.5357
H -3.9085 -1.3551 -8.5655
H -1.7269 -1.1157 -7.4132
C 4.7877 -0.4808 2.7480
C 3.3863 -0.9187 2.3486
C 3.4200 -2.0714 1.3716
O 2.5731 0.1689 1.7450
H 5.2318 -1.2621 3.3651
H 4.7938 0.4514 3.3131
H 5.4126 -0.3545 1.8659
H 2.8183 -1.2440 3.2194
H 3.9257 -1.7853 0.4500
H 2.4187 -2.4412 1.1462
H 3.9759 -2.8872 1.8393
*
```